(1)
91
Properties=species:S:1:pos:R:3:forces:R:3 method="wB97M-V/def2-TZVPD" e_tot_ha=-2423.8270 total_charge=+2 gap_ev="5.878 / 5.475" lumo_ev="-7.379 / -7.829" spin_multiplicity=4 fmax_ev_per_a=3.9
B 2.149874 0.039104 0.523292 -0.17 0.03 -0.93
H -3.140437 -0.325061 -4.797787 0.64 0.03 0.12
H 5.835015 4.537858 1.190399 -0.59 -0.33 -0.25
C 4.287627 0.760039 1.960880 0.42 -1.51 0.26
H -0.891329 -0.688439 -6.146435 -0.43 0.44 0.42
C 2.722342 1.838623 -3.326928 -0.03 -0.71 -0.88
H -3.709225 1.491864 4.992741 1.37 0.36 -0.19
C -2.841577 -4.802413 -1.390574 0.86 1.12 0.19
C 4.512681 2.788329 1.090897 0.03 -3.38 0.18
C -3.661931 -3.693938 -1.058886 1.94 -2.94 -0.26
H 2.988755 0.932219 -3.874791 -0.20 0.08 -0.13
H -6.056611 -5.302583 0.659701 -0.18 -0.04 0.03
H -2.333061 2.915254 6.629325 0.43 -0.61 -1.33
N 0.889355 2.915181 -2.293135 -0.44 0.78 1.49
C -1.942440 2.609350 5.613357 -0.63 1.71 1.28
H 4.283830 -0.141317 2.595020 0.26 0.54 -0.69
H -2.035263 -2.982031 3.083340 -0.39 0.32 -0.12
N -0.272934 3.003577 -1.701924 1.27 0.89 -0.58
N -0.812201 0.577802 -2.564753 -0.47 1.03 0.92
N 3.676992 2.059088 0.302683 -0.22 2.28 -0.24
N 0.961713 0.900102 0.035354 -0.90 -1.24 -1.14
H -1.863625 -4.605682 -1.888986 -0.98 -0.31 0.46
C 3.380113 -1.667741 -1.156511 -1.06 -0.41 -0.57
C 0.231755 0.292167 -4.623763 0.33 0.08 -0.85
H 0.749711 -4.366392 -2.647258 -0.59 0.91 -0.56
N 2.273771 -0.982188 -0.732520 1.78 0.34 -0.83
C -4.334665 -6.284112 -0.143382 1.25 -0.56 -0.15
H 1.137199 0.269020 -5.205204 0.09 0.25 -0.35
C -1.128286 -3.266086 2.569809 1.32 0.03 1.07
H 1.150328 -3.351373 -4.101031 -0.83 0.11 1.61
N -3.579380 -1.569242 -0.254683 2.57 0.68 -2.81
H 5.927486 2.108006 2.657843 -0.36 -0.12 0.64
H 3.464004 -3.508669 -2.561341 0.12 1.01 0.56
C -0.733490 3.139258 5.186181 1.14 -0.08 1.32
H -2.926315 0.609235 -2.554170 0.26 -0.75 0.73
N -2.997102 -2.455007 -1.015258 -0.34 2.62 1.50
H 4.671703 4.288989 -0.244383 0.48 0.70 1.02
H -0.090218 3.637243 5.962237 -0.66 -0.25 -1.26
C 4.828661 4.212354 0.869610 -1.02 0.53 -1.45
C -0.276303 2.872081 3.915243 1.55 0.50 -1.07
H -4.546285 -7.318680 0.253572 0.20 1.44 -0.47
C 1.573781 -2.513941 -2.141054 0.09 0.58 -0.83
C -2.027960 0.319952 -3.086987 0.74 0.33 -1.06
O -1.711978 -2.254041 -1.491103 -1.55 0.33 0.99
O -1.543662 0.845609 1.119215 2.84 -0.84 -1.17
H 0.037796 5.226498 0.754332 0.85 -1.07 -0.52
Mo -0.700982 -0.483160 -0.595366 0.84 0.57 2.18
C 0.282475 0.833440 -3.365083 -1.38 -0.84 1.26
H 3.372183 1.827374 -2.469661 0.07 0.23 0.82
C 0.152937 4.203737 0.287517 -0.21 1.52 0.86
N 3.528464 0.820010 0.812201 -1.24 -0.30 1.67
H -1.681966 5.872508 -0.818235 -0.21 -0.55 -0.31
C 5.028149 1.901874 2.102370 -0.68 0.84 -0.94
H 1.918527 3.497140 1.294504 -0.94 -0.61 -0.15
H -0.669457 -4.039422 3.281177 -0.45 0.99 -1.22
C -0.962453 2.059288 3.008284 -0.79 -1.16 1.09
H -1.334003 -3.734131 1.621766 -0.14 -0.10 -0.33
C 1.687434 -0.975836 3.045725 0.66 0.16 -1.43
C -0.651167 1.572484 1.653550 -0.83 0.91 -0.84
N 1.594671 -0.904453 1.645675 -2.27 -0.31 2.78
C 1.292004 1.842073 -2.925485 -0.43 -1.14 -0.16
C 2.965844 -2.674693 -2.034382 -0.71 -0.15 0.15
H 2.557691 -0.561906 3.549761 -0.32 -0.03 -0.23
H 4.406383 -1.382799 -0.969144 -0.28 0.09 0.69
H -2.665044 4.431122 -1.245405 0.18 -0.26 0.35
C -4.860331 -3.954725 -0.426076 -0.61 1.03 0.13
H 3.002490 2.709459 -3.926241 -0.24 0.01 0.09
N 0.457655 1.911352 0.880384 -0.11 -1.16 0.56
H 0.698487 3.244344 3.599080 -0.14 0.22 0.20
H 4.047765 4.856354 1.361556 0.83 -0.44 -0.36
C -0.531983 4.086961 -0.919805 -1.74 -2.11 -0.35
H -1.608758 5.115250 -2.450614 0.07 -0.04 0.51
C -2.682031 1.873610 4.728093 -1.24 -1.88 0.29
C -1.691714 4.908382 -1.365359 0.48 1.45 -0.39
N 0.327248 -1.547880 1.325583 1.06 0.42 0.24
C -3.165594 -6.050785 -0.918505 -0.90 -1.28 0.14
C -0.957388 -0.200597 -5.164278 -0.55 -0.75 0.83
C -0.115694 -2.115904 2.457526 0.35 -0.25 1.23
O -2.917242 -0.423279 -0.303617 0.56 -1.51 0.39
C 0.672628 -1.706814 3.614020 -0.23 -0.56 -2.23
H 0.606175 -2.109994 4.626863 -0.04 0.39 -0.49
C 0.935681 3.211082 0.839955 1.12 1.49 0.41
C 0.679564 -3.314792 -3.046595 1.70 -0.86 -0.74
H -5.636473 -3.221642 -0.327802 0.13 0.64 0.32
C -2.143777 -0.114084 -4.384982 0.49 0.07 -1.85
H -2.620452 0.655209 2.977328 0.22 0.50 0.22
H -2.526405 -6.904080 -1.142328 -0.06 0.28 -0.01
C -2.090017 1.418990 3.556376 -1.46 0.52 -0.83
H -0.324138 -2.921119 -3.091263 -0.21 -0.20 -0.01
N 1.185172 -1.430288 -1.445429 -0.66 0.23 1.73
C -5.140772 -5.189522 0.104177 -0.49 -0.99 -0.37



(2)
78
Properties=species:S:1:pos:R:3:forces:R:3 method="wB97M-V/def2-TZVPD" e_tot_ha=-2231.6128 total_charge=0 gap_ev="5.118 / 5.925" lumo_ev="-0.201 / -0.082" fmax_ev_per_a=15.9
H 4.685994 2.793342 -6.022256 0.13 -0.01 0.07
H 9.096169 4.174825 -5.704433 0.07 0.09 0.00
C 4.969443 3.197786 1.308879 0.14 0.22 0.12
C 5.761590 4.045508 3.422827 -0.04 -0.05 -0.19
H 8.339899 10.146246 3.371332 0.05 -0.14 -0.03
N -1.752102 -0.936726 0.229526 -14.43 -6.68 0.45
C 7.995595 8.451953 2.090671 0.21 -0.22 -0.03
H 5.689140 4.211955 -0.443516 0.05 -0.02 0.11
H 3.222211 -0.513300 2.233397 -0.05 -0.04 -0.11
H 11.033574 4.904558 -7.052032 -0.04 0.08 0.12
C 7.242740 3.765521 -3.986988 0.12 -0.43 0.10
C 8.431515 7.179998 1.692915 0.44 -0.14 0.14
Ba 0.000000 0.000000 0.000000 -0.52 9.89 2.68
H -1.655090 1.099638 -1.793387 0.10 -0.24 0.25
H 11.746023 8.126462 -4.294498 -0.09 -0.13 -0.05
C 9.670902 5.041742 -5.393989 0.12 0.21 0.18
C 11.523566 6.557733 -5.759415 -0.23 -0.11 0.13
H 2.650551 -2.080164 1.701310 0.01 0.16 -0.06
H 9.918054 5.647037 1.985706 0.04 0.14 0.16
C 0.919197 -1.808749 -0.984527 4.09 -3.35 -2.55
H 1.896326 -3.252034 0.275759 -0.14 0.08 -0.06
H 0.518593 -3.874387 -0.607383 0.00 0.17 0.06
C 5.727698 4.157686 0.642737 0.02 0.00 0.22
C 1.862229 -0.787466 -0.934203 3.68 -3.81 -3.07
C 1.116826 -0.581643 1.869740 2.53 -2.01 4.56
H 4.385041 2.397165 3.225467 0.08 0.09 -0.05
C 9.576760 6.632389 2.288169 -0.17 0.41 0.09
H 5.791156 0.590355 -5.698273 0.06 0.12 0.06
H 0.345760 -1.905459 -1.903422 -0.12 0.14 0.10
C 11.169147 7.259233 -4.605146 -0.15 -0.17 -0.07
C 2.962453 -0.635672 0.092673 -0.26 0.12 -0.18
C 9.311994 5.734418 -4.230709 0.25 -0.07 -0.11
H 0.211742 -3.524695 1.961964 0.15 0.20 -0.13
H 1.019372 0.301055 2.497540 -0.03 -0.01 0.01
H 5.595174 4.810352 -4.898369 0.07 -0.09 -0.01
H -1.073375 -3.002525 0.881791 0.41 -0.12 0.19
O -4.018096 -2.148193 0.526371 6.01 3.07 -0.66
C 10.274748 7.349308 3.259312 -0.13 0.01 -0.11
H 9.469383 4.022266 -1.921840 0.11 0.07 0.32
H 3.841521 -1.230025 -0.199790 -0.23 0.13 0.02
H 9.781551 7.428608 -2.972880 0.04 -0.10 -0.08
C 6.093055 3.851118 -4.785091 0.20 -0.16 0.17
P 7.842760 5.305200 -3.203845 -0.75 1.05 -0.09
H 9.360499 4.796430 0.277496 0.08 -0.19 -0.33
C 5.578824 2.716323 -5.408018 0.17 -0.14 0.11
P 7.467095 6.324910 0.395691 -1.01 0.59 -0.63
H -0.297013 0.319728 -2.648502 0.02 -0.07 0.31
H -0.071224 1.891591 -1.842452 0.09 -0.14 0.14
C 10.065427 6.858963 -3.855659 0.03 -0.15 -0.17
C -0.039540 -2.794193 1.177773 -0.16 -0.03 0.30
H 8.756073 2.448436 -3.199425 -0.10 -0.09 -0.09
C 6.535225 4.997000 2.756122 -0.09 -0.17 -0.23
C 2.537442 -1.005384 1.534855 -0.39 0.17 0.28
C 6.199186 1.478964 -5.224714 0.06 0.24 0.07
H 4.358625 2.502454 0.739217 0.09 0.09 0.07
C -0.575573 0.918891 -1.771976 -2.13 3.83 -6.79
C 7.340376 1.382843 -4.427239 -0.04 0.17 0.04
C 8.651485 5.226484 -0.431893 0.30 -0.68 -0.23
C 7.864721 2.520669 -3.814943 -0.36 0.07 -0.22
H 3.279577 0.412619 0.076961 0.08 -0.02 0.01
C -2.904723 -1.552951 0.380519 0.30 0.69 -0.45
H 11.169498 6.923236 3.704495 -0.12 0.06 -0.03
H 7.146079 5.690191 3.326036 -0.08 -0.09 -0.03
C 6.534069 5.058975 1.356842 -0.03 -0.28 0.19
C 10.767219 5.454360 -6.153076 0.00 0.13 0.15
H 5.775366 4.009816 4.508996 -0.01 0.00 -0.15
C 8.705192 4.768871 -1.699544 0.50 -0.09 0.58
H 7.122968 8.888251 1.612112 0.08 -0.06 0.06
H 12.378739 6.874090 -6.349803 -0.11 -0.05 0.08
H 1.983136 -0.177075 -1.827305 -0.13 0.08 0.08
C 0.881536 -3.005432 -0.048464 -0.12 0.31 -0.25
H -0.895594 -1.101782 2.299353 0.30 -0.10 -0.01
C 8.685077 9.160575 3.071947 0.16 -0.19 0.01
H 7.820664 0.420189 -4.276618 -0.06 0.11 -0.04
C -0.007498 -1.390429 1.740160 0.95 -2.41 4.84
C 9.829810 8.612004 3.653266 -0.17 -0.10 -0.17
C 4.982758 3.139412 2.704142 0.15 0.20 -0.10
H 10.377028 9.169444 4.408520 -0.08 -0.08 -0.11